Record 1
14
Properties=species:S:1:pos:R:3:nbo_charge:R:1 method="wB97M-V/def2-TZVPD" de_lowest_kj_mol=585.0 e_homo_ev=-9.015 multiplicity=1
C -0.0882 1.9879 0.2076 -0.597
C -0.3984 0.5464 0.6083 -0.248
C -1.0078 -0.2761 -0.5847 -0.523
C -0.2020 -1.5085 -0.6021 0.669
N 0.2912 -2.5691 -0.8075 -0.554
C 0.7797 -0.2737 0.9666 -0.344
C 1.5623 -1.2352 0.9614 -0.253
H 0.6370 2.0117 -0.6128 0.214
H -0.9958 2.5181 -0.1046 0.206
H 0.3469 2.5233 1.0560 0.230
H -1.1270 0.5580 1.4286 0.226
H -2.0696 -0.5225 -0.4712 0.266
H -0.8662 0.2321 -1.5459 0.263
H 1.1668 -2.5335 -0.0919 0.446

---

Record 2
14
Properties=species:S:1:pos:R:3:nbo_charge:R:1 method="wB97M-V/def2-TZVPD" de_lowest_kj_mol=189.9 e_homo_ev=-8.168 multiplicity=1 smiles=c1[nH]cc2c1CC2
C 1.5081 0.8094 -0.3049 -0.384
C 0.8699 0.9540 1.1558 -0.395
C -0.2544 0.1053 0.6305 -0.116
C -1.4119 -0.6058 0.7103 -0.069
C -0.5446 -0.8057 -1.4207 -0.076
C 0.2622 -0.0183 -0.6738 -0.111
H 1.6474 1.7307 -0.8815 0.210
H 2.4226 0.1900 -0.3173 0.208
H 1.5000 0.5605 1.9555 0.208
H 0.5836 1.9640 1.4065 0.208
H -2.0989 -0.7897 1.4965 0.208
H -2.3760 -1.7567 -0.7816 0.408
H -0.5088 -1.2140 -2.4222 0.211
N -1.5991 -1.1235 -0.5533 -0.509

---

Record 3
14
Properties=species:S:1:pos:R:3:nbo_charge:R:1 method="wB97M-V/def2-TZVPD" de_lowest_kj_mol=443.8 e_homo_ev=-8.732 multiplicity=1
C 1.1869 -0.2549 -0.7405 -0.429
C -0.0526 -1.0833 -0.5221 -0.318
C -1.2390 -0.1839 -0.3570 -0.271
C -0.6571 -0.6554 0.8997 -0.035
N -0.0124 0.5883 1.3130 -0.388
C 0.8497 0.9232 0.1556 -0.093
C -0.5984 1.1731 0.0840 -0.086
H 1.2966 0.1046 -1.7773 0.225
H 2.0987 -0.7897 -0.4730 0.218
H 0.0425 -1.9875 0.0700 0.279
H -2.2345 -0.3173 -0.7556 0.229
H -1.1182 -1.3568 1.5941 0.220
H 1.5528 1.7191 0.3655 0.228
H -1.1152 2.1206 0.1435 0.222

---

Number 1: F_max 0.9 eV/Å, Kohn-Sham gap 9.03 eV, LUMO energy 0.01 eV. Number 2: F_max 1.4 eV/Å, Kohn-Sham gap 9.30 eV, LUMO energy 1.13 eV. Number 3: F_max 2.3 eV/Å, Kohn-Sham gap 9.90 eV, LUMO energy 1.17 eV.